A cluster of 2 separate species, C3H9N3O2 in total in a non-equilibrium geometry. Source: the Open Molecules 2025 dataset; level of theory: wB97M-V/def2-TZVPD.

As for the molecular weight: 119.124 g/mol. Its SMILES is N/N=C(/N)O.CC=O. As for the relative energy (zero: lowest compared OMol25 entry of this formula, charge and spin): 5.478 eV.

```
! RIJCOSX wB97M-V def2-TZVPD def2/J DEFGRID3
* xyz 0 1
N -0.5638 -0.9555 2.0962
N -1.2376 -0.2855 1.2018
C -0.7355 -0.4069 -0.0872
N -1.6701 -0.3472 -1.1076
O 0.1796 -1.4438 -0.2422
H 0.4594 -0.9020 1.9987
H -0.8829 -0.7850 3.0476
H -1.3058 -0.5824 -2.0197
H -2.5759 -0.7518 -0.9083
H -0.1961 -2.2547 0.1321
C 1.6669 1.0637 -1.0086
C 0.4904 1.2578 -0.0740
O 0.7488 1.4091 1.1844
H 1.3317 0.7263 -1.9948
H 2.3330 0.3026 -0.5987
H 2.2124 2.0031 -1.1138
H -0.2545 1.9520 -0.5059
*
```

The molecule C3H9N3O2 in a non-equilibrium geometry. Source: the Open Molecules 2025 dataset; level of theory: wB97M-V/def2-TZVPD.

As for the molecular weight: 119.124 g/mol. Its SMILES is C/C(=C(/N)O)N(N)O. As for the relative energy (zero: lowest compared OMol25 entry of this formula, charge and spin): 5.410 eV.

```
! RIJCOSX wB97M-V def2-TZVPD def2/J DEFGRID3
* xyz 0 1
C 0.5575 -1.9069 0.1888
C 0.2158 -0.4557 0.1135
C 0.9674 0.6140 -0.0208
N 0.6917 1.9487 0.0122
O 2.4330 0.3170 0.0959
N -1.3246 -0.1786 0.1181
N -1.8743 0.3860 -1.0401
O -1.6405 0.7407 1.1789
H 1.2219 -2.1100 1.0304
H 1.0487 -2.2515 -0.7241
H -0.3605 -2.4746 0.3200
H -0.2523 2.3060 0.0008
H 1.3857 2.5119 0.4816
H 2.6279 -0.5673 -0.2337
H -1.2991 1.1421 -1.4175
H -2.0052 -0.3492 -1.7243
H -2.3932 0.3272 1.6201
*
```

A cluster of 3 separate species, C3H9N3O6 in total in a non-equilibrium geometry. Source: the Open Molecules 2025 dataset; level of theory: wB97M-V/def2-TZVPD.

As for the molecular weight: 183.120 g/mol. As for the relative energy (zero: lowest compared OMol25 entry of this formula, charge and spin): 0.136 eV. Its expectation value of S² is 0.75.

```
! RIJCOSX wB97M-V def2-TZVPD def2/J DEFGRID3
* xyz -1 2
C -0.2718 0.2398 1.1703
N 0.9701 1.0073 0.9784
O 1.6817 1.1620 1.9377
O 1.2242 1.3278 -0.1939
H -1.0736 0.8808 0.8039
H -0.4340 -0.0072 2.2195
H -0.3453 -0.7162 0.6518
C 1.2827 -3.2512 0.7061
N 2.1483 -2.5130 1.6579
O 1.6288 -1.7383 2.4946
O 3.3564 -2.8047 1.6411
H 1.6705 -3.3220 -0.3101
H 0.3133 -2.7533 0.6855
H 1.0569 -4.2491 1.0819
C -1.2650 2.2646 -2.1160
N -2.7344 2.5083 -2.1999
O -3.3683 1.7404 -2.9662
O -3.1269 3.5157 -1.6761
H -0.8564 2.2174 -1.1066
H -0.8137 3.0720 -2.6926
H -1.0435 1.4189 -2.7671
*
```

A structure of composition C3H9N3OS in a non-equilibrium geometry. Source: the Open Molecules 2025 dataset; level of theory: wB97M-V/def2-TZVPD.

As for the molecular weight: 135.192 g/mol. As for the relative energy (zero: lowest compared OMol25 entry of this formula, charge and spin): 4.366 eV.

```
! RIJCOSX wB97M-V def2-TZVPD def2/J DEFGRID3
* xyz 0 1
C 2.0400 0.8545 -0.5755
C -2.7644 0.7759 -0.1632
C 0.4961 -0.5758 0.5435
N 0.6581 -2.9830 -0.2013
N 1.3800 -2.0252 -0.3202
N -0.7831 -0.8835 0.8435
O 0.6962 0.4746 -0.2872
S -1.9088 -0.8364 -0.4602
H 2.4813 1.3680 0.1866
H 1.8321 1.6407 -1.3119
H 2.4623 -0.1305 -0.9840
H -2.1560 1.6599 -0.0961
H -3.4203 0.6902 0.6143
H -3.2472 1.0674 -1.0056
H 1.1126 -0.5283 1.3725
H 1.1089 -3.8250 -0.4841
H -1.1380 -1.5824 1.4259
*
```

The molecule C3H9N3S in a non-equilibrium geometry. Source: the Open Molecules 2025 dataset; level of theory: wB97M-V/def2-TZVPD.

As for the molecular weight: 119.193 g/mol. Its SMILES is CN/C(=N/N)SC. As for the relative energy (zero: lowest compared OMol25 entry of this formula, charge and spin): 4.112 eV.

```
! RIJCOSX wB97M-V def2-TZVPD def2/J DEFGRID3
* xyz 0 1
C 0.1987 1.8948 -1.1631
N 0.4026 0.3648 -0.9963
C -0.5768 -0.2904 -0.0165
N -1.3334 0.5687 0.5765
N -2.1551 0.0229 1.6019
S -0.3822 -1.9710 0.0252
C 1.4492 -1.6785 0.2584
H 1.0797 2.2585 -1.7351
H 0.4687 2.3807 -0.1814
H -0.8940 1.9243 -1.5548
H -0.0528 0.0068 -1.9976
H -2.0695 0.5371 2.5021
H -1.7441 -0.9546 1.6267
H 1.5299 -0.5872 0.7697
H 2.0160 -2.5883 0.9317
H 2.0632 -1.8886 -0.6474
*
```

A structure of composition C3H9N3S2 in a non-equilibrium geometry. Source: the Open Molecules 2025 dataset; level of theory: wB97M-V/def2-TZVPD.

As for the molecular weight: 151.260 g/mol. As for the relative energy (zero: lowest compared OMol25 entry of this formula, charge and spin): 6.617 eV.

```
! RIJCOSX wB97M-V def2-TZVPD def2/J DEFGRID3
* xyz 0 1
C 0.0744 1.1722 -0.5184
C -0.5708 -0.2818 -0.6723
C 0.2862 -1.4071 0.1033
H 0.6128 -0.0255 2.0945
H -1.2936 0.4864 1.6253
H 1.3402 2.5761 1.2106
H 0.0234 1.1249 -2.3393
H -0.1931 -0.6580 -1.7519
H -2.0587 -2.1119 0.2094
H 0.1790 -2.3448 -0.4984
H -0.0035 -1.8966 1.2078
H 2.5704 -2.2782 -0.5222
N -0.1503 0.7148 1.8571
N 0.3423 1.7685 0.8549
N 0.3890 1.8176 -1.5816
S -2.3784 -0.5275 -0.1155
S 2.1295 -0.8400 -0.0485
*
```

Total energy for the records above, in order: -11818.581; -11818.649; -20003.546; -20605.757; -18558.568; -29390.308 eV